Formula: C13H25BFNO6S2
Source: the Open Molecules 2025 dataset
Level of theory: ωB97M-V with the def2-TZVPD basis set

Each line ends with the Löwdin charge.
CARTESIAN COORDINATES (ANGSTROEM)
C 4.515 -0.635 3.149  -0.0688
C 3.505 -1.717 3.459  -0.2397
O 2.310 -1.195 4.102  -0.2632
S 1.242 -0.483 3.176  0.5591
C -0.092 -0.482 4.324  -0.1172
O 0.934 -1.351 2.077  -0.2840
O 1.646 0.862 2.908  -0.2678
H 4.153 0.042 2.377  0.0735
H 5.437 -1.098 2.797  0.0834
H 4.735 -0.049 4.041  0.0852
H 3.205 -2.266 2.566  0.1134
H 3.895 -2.430 4.182  0.1217
H -0.370 -1.510 4.538  0.0777
H -0.914 0.052 3.851  0.0672
H 0.224 0.040 5.223  0.0769
C 1.550 1.285 -1.819  -0.0658
C 1.074 0.718 -3.140  -0.2491
O 2.049 0.904 -4.203  -0.2679
S 3.288 -0.081 -4.242  0.5561
C 3.793 0.255 -5.894  -0.1256
O 2.821 -1.430 -4.139  -0.2749
O 4.302 0.375 -3.341  -0.2793
H 2.387 0.716 -1.418  0.0759
H 0.732 1.247 -1.099  0.0700
H 1.868 2.321 -1.936  0.0842
H 0.822 -0.338 -3.061  0.0899
H 0.193 1.245 -3.499  0.1203
H 3.005 -0.061 -6.571  0.0734
H 4.700 -0.319 -6.063  0.0751
H 3.993 1.319 -5.986  0.0736
F -5.452 3.113 2.466  -0.0768
C -5.949 1.902 1.960  -0.2128
C -5.059 1.413 0.816  -0.1232
B -4.414 0.000 0.956  -0.0731
C -3.295 -0.457 -0.024  -0.1679
C -3.532 -0.621 -1.393  -0.0360
C -2.488 -1.005 -2.221  -0.1419
N -1.248 -1.220 -1.798  0.0665
C -1.013 -1.058 -0.497  -0.1341
C -1.991 -0.694 0.416  -0.0236
H -5.973 1.195 2.793  0.1038
H -6.976 2.089 1.636  0.1136
H -4.274 2.158 0.638  0.1222
H -5.629 1.396 -0.126  0.1175
H -4.808 -0.735 1.816  0.0877
H -4.516 -0.455 -1.818  0.1080
H -2.665 -1.141 -3.285  0.1072
H 0.003 -1.231 -0.151  0.0955
H -1.722 -0.584 1.462  0.0944

Forces on the atoms, in the same order (eV/Å):
C -0.07 0.06 0.02
C 0.18 -0.12 -0.11
O -0.05 0.08 0.01
S 0.05 -0.07 0.16
C 0.01 0.00 0.02
O -0.03 0.03 -0.06
O -0.05 0.03 -0.04
H -0.01 -0.01 -0.01
H 0.00 -0.02 0.00
H 0.02 -0.02 0.01
H -0.04 0.03 0.01
H -0.03 0.02 0.04
H 0.00 0.00 0.00
H 0.01 0.01 -0.02
H 0.01 0.01 0.00
C 0.08 0.01 -0.05
C -0.18 -0.08 0.21
O 0.11 0.02 -0.04
S -0.07 0.07 -0.02
C 0.00 0.00 -0.03
O 0.01 -0.04 0.02
O 0.03 0.00 0.01
H -0.01 -0.01 0.00
H -0.01 0.00 -0.01
H -0.03 0.01 0.01
H 0.06 0.00 -0.05
H 0.04 0.03 -0.06
H 0.00 0.00 0.00
H 0.00 -0.01 0.01
H 0.00 0.00 0.01
F -0.09 -0.21 -0.09
C 0.03 0.08 -0.02
C -0.13 -0.01 0.13
B -0.13 0.12 0.02
C 0.01 -0.07 -0.13
C 0.06 0.09 0.14
C -0.16 -0.03 -0.11
N 0.06 0.02 0.05
C 0.14 -0.02 0.05
C -0.11 0.02 0.04
H 0.04 0.07 -0.04
H 0.08 0.03 0.03
H -0.04 -0.01 -0.01
H 0.10 0.03 -0.01
H 0.15 -0.04 0.03
H 0.05 -0.01 0.01
H 0.03 0.00 0.05
H -0.11 0.00 -0.07
H 0.00 -0.08 -0.09

Computed properties:
Spin multiplicity: 1
Energy (Ha): -1937.58694
E_HOMO (eV): -9.73
Orbital gap (eV): 9.72